152
Properties=species:S:1:pos:R:3:forces:R:3 method="wB97M-V/def2-TZVPD" homo_energy_ev=-8.8 smiles="CCCCCCCCC[C@@]1(O)OC(=O)O[C@]1(F)N(C(=O)F)C(=O)F.CN(C)C=O.CN(C)C=O.CN(C)C=O.CN(C)C=O.CN(C)C=O.CN(C)C=O.CN(C)C=O.CN(C)C=O.CN(C)C=O" de_lowest_kcal_mol=144.7 e_tot_ha=-3587.36689 total_charge=0 homo_lumo_gap_ev=7.1 fmax_ev_per_a=10.62 spin_multiplicity=1
C -1.3623 -5.7499 -0.1864 0.677 -0.592 -0.090
C -0.1525 -5.3024 -1.2129 -0.078 -0.058 0.180
C 0.7285 -4.0127 -0.6345 -0.227 -0.432 -0.732
C 0.3388 -2.6602 -1.5380 1.585 -0.604 0.733
C 0.8409 -1.3744 -0.6433 0.682 0.181 -0.647
C 0.2003 0.0686 -1.0966 0.396 0.232 -0.213
C -1.4395 0.1106 -1.1373 -0.811 0.150 0.134
C -2.1818 -0.7257 0.0653 -0.231 -0.726 -0.556
C -3.7608 -0.2160 0.2653 0.031 0.483 1.262
C -4.7536 -1.5102 0.4216 0.951 0.415 0.762
O -4.1020 -2.3955 1.4437 -0.278 -0.077 -3.488
O -6.0930 -1.3320 1.0487 0.015 -4.153 -1.252
C -6.6805 -2.6953 0.8273 -4.183 -2.554 2.360
O -7.7314 -3.2820 1.4065 8.031 4.211 -4.028
O -5.9427 -3.4257 -0.2568 -0.175 3.469 0.124
C -5.3048 -2.2659 -0.9648 -2.057 0.569 3.361
F -6.5478 -1.5150 -1.3827 3.655 -1.422 -0.354
N -4.3042 -2.5703 -2.0581 -2.998 -0.088 -0.929
C -4.3062 -1.5411 -3.1661 1.588 -0.357 -8.559
O -4.0254 -1.9028 -4.4491 -1.958 2.542 9.917
F -4.5473 -0.0679 -2.9769 0.735 -5.407 0.568
C -4.8082 -3.8960 -2.6665 -6.701 -3.071 -5.137
O -5.9741 -3.9696 -3.3662 9.020 0.697 5.565
F -4.0877 -5.2000 -2.4959 -1.830 5.378 0.010
H -2.0237 -6.5797 -0.7166 1.099 1.946 1.087
H -0.9397 -6.2622 0.7937 -0.758 1.247 -2.037
H -1.9789 -4.8161 0.1654 1.022 -1.866 -0.793
H -0.6425 -4.9720 -2.2362 1.029 -0.704 2.008
H 0.5401 -6.2444 -1.4459 -1.508 2.061 0.581
H 1.8925 -4.2477 -0.7453 -2.542 0.650 0.126
H 0.5492 -3.8477 0.5185 0.101 -0.316 -2.309
H -0.7895 -2.6319 -1.8502 1.978 -0.105 0.822
H 0.9895 -2.7552 -2.5322 -1.696 0.460 2.224
H 0.7422 -1.5686 0.5295 -0.067 0.490 -2.683
H 2.0155 -1.2867 -0.8312 -2.545 -0.147 0.522
H 0.6793 0.9002 -0.3866 -1.355 -1.725 -1.395
H 0.5712 0.3483 -2.1935 -0.678 -0.718 2.349
H -1.8918 1.2149 -1.1088 1.315 -2.209 -0.095
H -1.8357 -0.3507 -2.1645 0.951 0.920 2.129
H -1.5925 -0.6861 1.1019 -1.405 -0.034 -2.411
H -2.2208 -1.8620 -0.2983 0.306 2.394 0.990
H -3.7827 0.3541 1.3125 -0.220 -1.336 -2.263
H -4.0860 0.5715 -0.5367 0.470 -1.810 1.330
H -3.5680 -3.1070 0.9675 -0.768 1.189 1.012
C -4.6800 -8.1762 3.6671 -0.047 0.140 -0.170
N -4.2076 -7.0168 2.9383 1.271 0.509 0.542
C -4.9854 -6.5318 1.8173 0.187 0.274 -0.100
C -3.0429 -6.3613 3.2769 -0.673 -0.025 -0.489
O -2.5886 -5.3792 2.7047 -0.581 -0.593 0.243
H -4.7492 -9.0235 2.9787 -0.067 -0.073 0.200
H -5.6695 -7.9569 4.0788 0.052 -0.208 0.058
H -4.0004 -8.4327 4.4844 -0.062 0.115 -0.164
H -4.3654 -6.5579 0.9161 -0.186 0.070 -0.037
H -5.2813 -5.4963 2.0110 -0.086 -0.080 -0.180
H -5.8763 -7.1480 1.6695 0.204 0.084 0.108
H -2.5299 -6.8114 4.1424 -0.094 -0.068 -0.022
C 3.3440 2.4431 3.5809 -0.153 0.118 0.077
N 2.6409 1.2644 3.1177 0.883 -0.930 -1.087
C 1.3057 1.0067 3.6158 -0.062 -0.267 -0.138
C 3.2009 0.3812 2.2193 -0.825 0.308 0.676
O 2.6630 -0.6304 1.7886 0.215 0.661 0.418
H 3.4498 2.3882 4.6682 0.127 0.121 -0.019
H 2.7626 3.3304 3.3137 0.254 -0.152 0.249
H 4.3364 2.5147 3.1272 -0.116 -0.131 0.001
H 1.2952 0.0353 4.1192 -0.180 0.085 -0.034
H 0.6112 0.9730 2.7709 -0.086 -0.026 0.200
H 0.9969 1.7877 4.3156 0.164 -0.081 -0.211
H 4.2170 0.6707 1.9052 0.016 0.135 0.064
C 3.1888 6.3585 -0.2053 -0.096 0.314 -0.046
N 2.5302 6.2061 1.0759 -0.528 -1.620 0.407
C 2.3108 7.3816 1.8927 -0.148 -0.192 0.250
C 2.1061 4.9799 1.5421 0.303 1.238 -0.424
O 1.5452 4.7821 2.6119 0.090 0.463 -0.350
H 4.1832 6.7847 -0.0440 -0.181 -0.170 -0.246
H 2.5973 7.0346 -0.8295 0.026 -0.022 -0.077
H 3.2894 5.3961 -0.7145 0.035 0.213 0.235
H 2.8159 7.2463 2.8539 -0.118 0.191 -0.033
H 1.2373 7.4949 2.0720 0.134 0.143 0.108
H 2.6977 8.2752 1.3958 -0.032 -0.262 0.013
H 2.3218 4.1544 0.8443 0.092 0.123 -0.065
C 9.1810 4.9750 0.5759 -0.205 0.042 0.003
N 7.8603 5.4254 0.1869 -1.279 -1.028 0.319
C 7.7242 6.7134 -0.4608 -0.488 0.062 -0.047
C 6.7303 4.6685 0.4131 0.970 0.891 -0.281
O 5.5884 4.9891 0.1105 0.736 -0.152 0.093
H 9.6082 5.6956 1.2792 0.119 -0.075 -0.062
H 9.8118 4.9151 -0.3158 0.121 -0.043 0.153
H 9.1385 3.9914 1.0517 -0.026 0.380 -0.178
H 7.0666 7.3470 0.1420 0.187 0.077 -0.161
H 7.2692 6.5702 -1.4455 0.056 0.157 0.016
H 8.6993 7.1950 -0.5720 -0.179 -0.182 0.121
H 6.9458 3.7087 0.9103 0.157 0.079 -0.047
C -7.7330 -4.7713 -6.0006 -0.037 -0.136 -0.148
N -7.8279 -5.9947 -6.7704 0.987 -0.854 0.282
C -8.9186 -6.1452 -7.7111 0.110 -0.321 -0.094
C -6.9148 -7.0189 -6.6366 -0.629 0.142 -0.412
O -6.9369 -8.0754 -7.2544 -0.217 0.864 0.322
H -8.6430 -4.6561 -5.4046 0.127 0.184 0.061
H -7.6363 -3.9263 -6.6886 -0.009 0.097 0.193
H -6.8672 -4.7909 -5.3330 -0.209 -0.085 -0.198
H -9.5078 -7.0248 -7.4348 -0.053 0.109 -0.200
H -8.5058 -6.2985 -8.7128 -0.230 -0.021 0.027
H -9.5572 -5.2580 -7.7076 0.194 -0.127 0.081
H -6.1277 -6.8019 -5.8961 -0.071 0.126 0.018
C 9.4156 8.5405 5.7149 -0.067 -0.191 -0.091
N 8.8070 7.9467 4.5422 -0.322 1.002 -0.999
C 8.6063 6.5130 4.5095 -0.147 -0.034 -0.313
C 8.4133 8.7014 3.4576 0.042 -0.734 0.315
O 7.8948 8.2641 2.4387 0.392 0.023 0.789
H 10.4109 8.1089 5.8547 -0.032 0.146 0.167
H 8.7942 8.3185 6.5874 0.176 0.121 0.072
H 9.5069 9.6247 5.6064 -0.054 -0.193 -0.062
H 9.1484 6.0973 3.6547 -0.129 -0.155 0.138
H 7.5393 6.3059 4.3841 0.137 -0.172 -0.006
H 8.9652 6.0513 5.4332 -0.036 0.188 -0.154
H 8.6111 9.7781 3.5860 0.040 -0.048 0.112
C 0.6883 0.7754 -6.8516 -0.140 -0.080 0.161
N 0.5603 -0.1173 -5.7179 1.236 -0.727 0.250
C -0.6969 -0.1594 -5.0005 0.061 -0.239 0.218
C 1.5952 -0.9269 -5.3005 -0.731 0.216 0.127
O 1.5535 -1.7014 -4.3536 -0.186 0.711 -0.775
H 0.5160 1.8020 -6.5155 0.039 0.012 -0.220
H -0.0605 0.5050 -7.6018 0.113 0.176 -0.080
H 1.6841 0.7065 -7.2979 -0.148 -0.051 0.139
H -0.5195 0.1124 -3.9555 -0.212 -0.061 -0.114
H -1.0933 -1.1786 -5.0367 -0.130 0.143 0.116
H -1.4182 0.5324 -5.4436 0.200 -0.120 0.013
H 2.5042 -0.8169 -5.9142 -0.078 0.084 -0.061
C 7.9540 -0.7760 1.6833 -0.101 0.106 0.094
N 8.3644 0.5776 1.9960 1.315 0.479 -0.725
C 7.5517 1.3623 2.9020 0.201 0.247 0.019
C 9.5021 1.1422 1.4597 -0.737 -0.188 0.488
O 9.9043 2.2768 1.6815 -0.373 -0.860 0.162
H 6.9608 -0.7484 1.2260 0.068 -0.223 0.017
H 7.9150 -1.3572 2.6093 -0.061 -0.125 -0.174
H 8.6546 -1.2510 0.9911 -0.077 0.163 0.121
H 7.2114 2.2642 2.3843 -0.067 -0.058 0.265
H 8.1612 1.6583 3.7611 -0.213 0.082 -0.011
H 6.6880 0.7859 3.2441 0.195 0.031 -0.125
H 10.0455 0.4609 0.7848 -0.106 -0.049 0.057
C -9.2201 -0.9451 0.9705 -0.076 0.278 0.398
N -9.7521 0.3021 1.4802 0.038 1.157 -1.070
C -10.2806 0.3371 2.8280 -0.072 0.315 -0.029
C -9.7716 1.4552 0.7247 -0.244 -0.308 0.803
O -10.2054 2.5387 1.0936 0.252 -0.839 -0.035
H -10.0107 -1.7010 0.9877 0.209 -0.130 -0.057
H -8.3930 -1.2655 1.6108 -0.516 0.162 -0.206
H -8.8564 -0.8298 -0.0542 -0.077 0.085 0.135
H -11.3310 0.6415 2.7905 0.098 -0.019 0.204
H -9.7209 1.0750 3.4106 -0.182 -0.099 0.096
H -10.1984 -0.6451 3.3010 0.043 0.149 -0.196
H -9.3467 1.3185 -0.2831 0.026 -0.137 0.032